Record 1
16
Properties=species:S:1:pos:R:3:nbo_charge:R:1 method="wB97M-V/def2-TZVPD" homo_ev=-9.009 spin_multiplicity=1 max_force_ha_per_bohr=0.084 e_above_lowest_kj_mol=316.23 total_charge=0
N 0.8679 -0.1346 0.5809 -0.261
N 1.2688 -1.2320 0.0199 -0.228
C 2.2233 1.6463 -0.6188 -0.690
C 1.3203 1.0047 0.4312 0.101
C -2.9204 -0.3410 0.6846 -0.856
C 0.5390 -1.9427 -0.7072 -0.132
H -3.5450 -0.9839 0.0575 0.210
H -3.0014 0.6522 0.1984 0.212
H -1.9280 -0.5988 0.8129 0.218
H 1.4845 2.2702 -1.2972 0.236
H -0.4303 -1.8332 -1.0176 0.165
H 1.0183 -2.9131 -0.7875 0.175
H 2.7201 0.8278 -1.0672 0.227
H 0.7260 1.6468 1.1826 0.174
H -3.3155 -0.4350 1.6979 0.215
H 2.9724 2.3663 -0.1704 0.233

***

Record 2
16
Properties=species:S:1:pos:R:3:nbo_charge:R:1 method="wB97M-V/def2-TZVPD" homo_ev=-9.122 spin_multiplicity=1 max_force_ha_per_bohr=0.011 e_above_lowest_kj_mol=209.82 total_charge=0
N -1.4734 -0.2567 2.7276 -0.586
N -0.7963 -0.2512 -2.6901 -0.823
C 0.5207 0.2418 -2.2787 -0.256
C 0.5989 0.3312 -0.7853 -0.169
C -0.3443 0.0267 3.2110 -0.040
C 1.6139 -0.1114 -0.0617 -0.391
H -0.9574 -0.1225 -3.6787 0.356
H -0.0299 -0.1907 4.2364 0.141
H -1.5033 0.2925 -2.2081 0.348
H 1.2792 -0.4589 -2.6320 0.190
H -2.0799 -0.6104 3.4634 0.332
H 1.6633 -0.1605 1.0160 0.192
H 2.5164 -0.4905 -0.5325 0.187
H 0.3949 0.5797 2.6376 0.155
H 0.7407 1.2264 -2.7230 0.170
H -0.3113 0.7262 -0.3379 0.196

***

Record 3
16
Properties=species:S:1:pos:R:3:nbo_charge:R:1 method="wB97M-V/def2-TZVPD" homo_ev=-9.094 spin_multiplicity=1 max_force_ha_per_bohr=0.101 e_above_lowest_kj_mol=400.85 total_charge=0
N 0.8373 -1.3238 -0.8520 -0.692
N -1.0783 1.4498 0.0787 -0.629
C 0.7532 -0.2050 -0.1865 0.209
C -1.8023 -0.8892 0.1515 -0.699
C -0.7606 0.2059 0.1292 0.226
C 1.6656 0.9721 -0.4853 -0.678
H 1.0198 -0.3234 1.4251 0.070
H 0.1857 -0.0529 1.5724 0.091
H 2.7031 0.6664 -0.2883 0.217
H 1.7633 -1.7573 -0.8937 0.345
H 1.4537 1.8414 0.1511 0.240
H 1.5477 1.2611 -1.5380 0.248
H -2.5004 -0.7054 0.9818 0.220
H -1.3741 -1.8888 0.3084 0.246
H -2.0681 1.6602 0.2486 0.342
H -2.3457 -0.9110 -0.8031 0.245